Record 1
Formula: C3H2ClN
Source: OMol25
Level of theory: ωB97M-V/def2-TZVPD

The geometry in ORCA input format:
```
! RIJCOSX wB97M-V def2-TZVPD def2/J DEFGRID3
* xyz 0 1
C -1.79 0.90 -0.46
C -1.08 -0.24 -0.80
C -1.27 -1.28 0.29
N -1.37 -2.15 1.06
Cl -3.41 0.33 0.03
H -1.41 1.95 -1.30
H -0.21 -0.44 -1.36
*
```

Output
Kohn-Sham gap = 0.3394 Ha
Total energy = -630.33062 Ha
HOMO energy = -10.1493 eV
ΔE to the lowest compared entry with this formula, charge and spin = 2.673 eV



Record 2
Formula: C36H36IN3OSV
Source: OMol25
Level of theory: ωB97M-V/def2-TZVPD

The geometry in ORCA input format:
```
! RIJCOSX wB97M-V def2-TZVPD def2/J DEFGRID3
* xyz 1 3
V -0.58 0.13 -0.73
C -4.44 -3.22 1.09
C -3.70 -4.52 1.10
C -4.11 -5.54 1.96
C -3.48 -6.77 1.98
C -2.40 -7.02 1.14
C -1.96 -6.02 0.29
C -2.60 -4.79 0.28
N -2.11 -3.79 -0.63
C -1.63 -2.59 -0.25
N -1.37 -2.43 1.06
C -1.20 -1.25 1.83
C -0.99 -0.01 1.23
C -0.90 1.10 2.08
C -0.99 0.97 3.46
C -1.17 -0.29 4.01
C -1.29 -1.42 3.22
C -1.50 -2.78 3.84
N -1.38 -1.64 -1.15
C -1.82 -1.83 -2.50
C -3.18 -1.94 -2.79
C -3.60 -2.04 -4.10
C -2.67 -2.03 -5.13
C -1.32 -1.92 -4.84
C -0.86 -1.81 -3.52
C 0.61 -1.67 -3.25
H -5.50 -3.38 1.26
H -4.33 -2.70 0.13
H -4.08 -2.53 1.86
H -4.96 -5.37 2.61
H -3.83 -7.54 2.66
H -1.91 -7.99 1.14
H -1.11 -6.18 -0.36
H -2.17 -3.97 -1.62
H -1.52 -3.27 1.60
H -0.78 2.08 1.65
H -0.93 1.84 4.10
H -1.24 -0.41 5.09
H -1.51 -2.70 4.93
H -0.70 -3.48 3.58
H -2.45 -3.23 3.55
H -3.89 -1.90 -1.98
H -4.65 -2.12 -4.32
H -2.99 -2.11 -6.16
H -0.59 -1.91 -5.64
H 1.19 -2.04 -4.09
H 0.92 -2.21 -2.36
H 0.90 -0.62 -3.11
O 1.32 0.57 -0.75
S 2.38 1.70 -0.80
C 1.45 3.23 -0.98
C 2.37 4.33 -1.45
C 2.43 5.52 -0.74
C 3.27 6.54 -1.17
C 4.04 6.37 -2.30
C 3.97 5.19 -3.02
C 3.14 4.17 -2.60
C 2.89 1.73 0.94
C 3.57 3.01 1.35
C 2.98 3.82 2.31
C 3.60 5.00 2.69
C 4.79 5.38 2.10
C 5.38 4.58 1.14
C 4.78 3.38 0.77
H 0.96 3.47 -0.03
H 0.66 2.99 -1.70
H 1.83 5.65 0.15
H 3.31 7.47 -0.61
H 4.70 7.17 -2.63
H 4.57 5.06 -3.91
H 3.08 3.25 -3.17
H 3.54 0.86 1.03
H 1.98 1.55 1.51
H 2.05 3.51 2.77
H 3.15 5.62 3.45
H 5.26 6.31 2.39
H 6.32 4.87 0.68
H 5.25 2.75 0.03
I -2.25 1.83 -1.72
*
```

Output
Kohn-Sham gap (alpha / beta) = 0.3008 / 0.3284 Ha
Total energy = -3272.72020 Ha
HOMO energy (alpha / beta) = -10.8093 / -10.9868 eV



Record 3
Formula: C14H8BrClCoIN2OSbSe4
Source: OMol25
Level of theory: ωB97M-V/def2-TZVPD

The geometry in ORCA input format:
```
! RIJCOSX wB97M-V def2-TZVPD def2/J DEFGRID3
* xyz -2 4
Co 1.03 0.14 2.02
Se 4.59 -2.71 4.15
Sb 3.23 -0.73 4.47
Se 3.18 0.76 2.34
Se 0.71 -1.08 3.94
Se 3.64 0.50 6.52
Cl -3.38 -1.73 -2.91
C -2.64 -1.01 -1.50
C -3.28 0.02 -0.86
C -2.70 0.61 0.26
I -3.61 2.26 1.19
C -1.47 0.21 0.79
O -0.91 0.76 1.80
C -0.81 -0.88 0.09
N 0.39 -1.25 0.59
C 1.06 -2.20 -0.02
C 0.60 -2.82 -1.18
C -0.62 -2.48 -1.70
C -1.38 -1.48 -1.06
H -4.22 0.39 -1.25
H 2.01 -2.47 0.44
H 1.22 -3.58 -1.66
H -1.00 -2.95 -2.60
Br -1.49 2.49 -3.53
C -0.29 2.17 -2.10
C 0.70 1.21 -2.22
C 1.51 0.99 -1.13
N 1.38 1.62 0.04
C 0.48 2.60 0.10
C -0.39 2.91 -0.93
H 0.83 0.65 -3.13
H 2.31 0.26 -1.18
H 0.44 3.15 1.03
H -1.13 3.69 -0.82
*
```

Output
Kohn-Sham gap (alpha / beta) = 0.1715 / 0.1718 Ha
Total energy = -15283.90578 Ha
HOMO energy (alpha / beta) = -1.2492 / -1.2599 eV
ΔE to the lowest compared entry with this formula, charge and spin = 0.449 eV



Record 4
Formula: C10H27AuClIO2P2S
Source: OMol25
Level of theory: ωB97M-V/def2-TZVPD

The geometry in ORCA input format:
```
! RIJCOSX wB97M-V def2-TZVPD def2/J DEFGRID3
* xyz 2 3
C -0.95 -1.08 -1.98
C -0.17 -1.59 -0.87
H -1.01 -1.89 -2.73
H -0.46 -0.26 -2.54
H -1.98 -0.85 -1.65
O 0.50 -2.57 -0.92
I 0.89 -0.94 1.16
Au -1.68 3.07 0.15
P -1.80 0.63 1.06
C -1.82 -1.32 1.73
C -2.18 1.18 2.79
H -3.11 0.69 3.16
H -4.12 0.30 1.40
H -2.35 2.26 2.71
H -3.76 1.50 0.08
H -1.03 -1.50 2.48
H -1.39 0.99 3.53
C -3.53 0.51 0.49
H -2.77 -1.49 2.22
H -3.67 -0.26 -0.28
H -1.62 -2.00 0.90
P 1.24 1.68 -0.88
C 2.48 0.31 -1.09
C 1.20 2.24 -2.61
H 1.96 3.88 -0.17
H 3.31 3.08 -0.95
H 2.88 2.69 0.70
C 2.46 2.92 -0.28
H 0.44 3.03 -2.69
H 2.18 2.66 -2.85
H 3.34 0.58 -1.71
H 2.01 -0.61 -1.45
H 0.93 1.44 -3.30
H 2.86 -0.03 -0.11
Cl -1.64 4.56 -1.58
C 1.40 -4.98 -1.42
S 1.89 -4.30 0.18
C 2.11 -5.85 0.95
O 3.27 -3.71 0.11
H 1.00 -6.01 -1.41
H 2.32 -4.87 -1.99
H 0.60 -4.39 -1.89
H 3.16 -5.86 1.24
H 1.41 -5.92 1.78
H 1.86 -6.63 0.24
*
```

Output
Kohn-Sham gap (alpha / beta) = 0.2627 / 0.1577 Ha
Total energy = -2521.28459 Ha
HOMO energy (alpha / beta) = -14.6069 / -14.5399 eV
ΔE to the lowest compared entry with this formula, charge and spin = 5.855 eV



Record 5
Formula: H8Li8O28S6
Source: OMol25
Level of theory: ωB97M-V/def2-TZVPD

The geometry in ORCA input format:
```
! RIJCOSX wB97M-V def2-TZVPD def2/J DEFGRID3
* xyz -4 1
Li -1.66 -0.68 1.42
Li 0.43 2.56 1.59
Li -3.20 1.28 -1.44
Li 1.31 -0.06 1.37
Li 2.52 0.09 -1.76
Li -2.48 -2.53 -0.58
Li 0.64 -2.51 -1.44
Li 0.21 2.91 -1.71
S -0.74 1.07 4.09
O -0.15 0.60 5.36
O -2.02 1.72 4.39
O 0.21 2.09 3.54
O -0.86 -0.06 3.18
S -4.26 -0.60 0.91
O -3.70 -2.02 0.81
O -4.12 -0.03 -0.45
O -5.62 -0.54 1.44
O -3.33 0.15 1.74
S -1.88 3.58 0.56
O -2.26 4.99 0.57
O -1.77 3.01 1.90
O -2.87 2.83 -0.23
O -0.53 3.50 -0.07
S -0.16 -3.10 1.10
O 0.41 -4.31 1.66
O 0.90 -2.08 0.91
O -0.70 -3.35 -0.28
O -1.18 -2.57 1.98
S 4.54 -0.49 0.10
O 4.93 0.15 -1.17
O 3.05 -0.51 0.22
O 4.99 -1.91 0.05
O 5.17 0.15 1.24
S -0.50 0.13 -0.92
O -0.11 0.68 0.38
O -0.99 1.26 -1.76
O 0.64 -0.62 -1.48
O -1.60 -0.77 -0.58
O 2.26 1.93 1.58
H 2.77 2.24 0.83
H 2.62 2.39 2.35
O 0.44 1.53 -4.02
H -0.15 1.75 -4.75
H -0.16 1.40 -3.23
O -0.19 -3.07 -3.24
H 0.40 -3.50 -3.87
H -0.41 -2.22 -3.64
O 3.10 -1.79 -2.76
H 2.96 -2.08 -3.67
H 3.09 -2.59 -2.22
*
```

Output
Kohn-Sham gap = 0.0469 Ha
Total energy = -4561.54005 Ha
HOMO energy = 4.1309 eV



Record 6
Formula: C18H30BeCl3O5PSe2
Source: OMol25
Level of theory: ωB97M-V/def2-TZVPD

The geometry in ORCA input format:
```
! RIJCOSX wB97M-V def2-TZVPD def2/J DEFGRID3
* xyz 0 1
Be -0.08 -0.48 1.47
Cl -2.11 5.93 2.60
C -1.91 4.24 2.30
C -0.85 3.55 2.87
C -0.72 2.21 2.60
Cl 0.59 1.31 3.27
C -1.60 1.50 1.75
O -1.39 0.20 1.52
C -2.65 2.25 1.20
Cl -3.78 1.50 0.14
C -2.81 3.60 1.47
H -0.13 4.05 3.49
H -3.63 4.15 1.03
C -5.08 -3.37 0.29
Se -3.35 -2.53 0.67
C -2.40 -4.18 1.08
C -1.46 -3.99 2.25
Se 0.09 -2.84 1.72
C 1.10 -3.02 3.38
H -5.03 -3.95 -0.63
H -5.81 -2.58 0.20
H -5.34 -4.03 1.12
H -1.83 -4.49 0.20
H -3.15 -4.94 1.30
H -1.04 -4.94 2.56
H -1.95 -3.50 3.10
H 1.53 -4.02 3.44
H 0.43 -2.84 4.22
H 1.89 -2.28 3.34
C 3.26 -0.78 -3.08
C 2.01 -1.26 -2.34
C 0.93 -1.73 -3.31
C 2.38 -2.38 -1.37
O 1.42 -0.13 -1.65
P 1.96 0.45 -0.26
O 3.42 0.53 -0.11
O 1.25 -0.39 0.84
O 1.14 1.81 -0.16
C 1.14 2.89 -1.12
C 0.94 4.16 -0.30
C 2.46 2.96 -1.88
C -0.03 2.67 -2.07
H 3.73 -1.61 -3.61
H 3.97 -0.37 -2.36
H 3.00 0.00 -3.79
H 1.28 -2.58 -3.89
H 0.66 -0.92 -3.99
H 0.04 -2.01 -2.76
H 2.89 -3.19 -1.90
H 1.48 -2.78 -0.90
H 3.03 -1.99 -0.59
H 1.76 4.27 0.41
H 0.01 4.10 0.26
H 0.92 5.03 -0.95
H 3.29 3.00 -1.18
H 2.48 3.84 -2.51
H 2.59 2.07 -2.50
H -0.96 2.67 -1.51
H 0.07 1.71 -2.56
H -0.06 3.46 -2.83
*
```

Output
Kohn-Sham gap = 0.3118 Ha
Total energy = -7619.90249 Ha
HOMO energy = -8.3500 eV
ΔE to the lowest compared entry with this formula, charge and spin = 1.121 eV



Record 7
Formula: C5H4O
Source: OMol25
Level of theory: ωB97M-V/def2-TZVPD

The geometry in ORCA input format:
```
! RIJCOSX wB97M-V def2-TZVPD def2/J DEFGRID3
* xyz 0 1
O 2.10 -0.21 1.26
C 1.40 0.57 0.31
C 0.19 -0.08 -0.21
C -0.79 -0.70 -0.58
C -1.95 -1.49 -1.04
C -2.55 -0.39 -0.95
H 1.46 -0.53 1.91
H 2.11 0.75 -0.51
H 1.13 1.56 0.72
H -3.12 0.52 -0.90
*
```

Output
Kohn-Sham gap = 0.3417 Ha
Total energy = -267.93454 Ha
HOMO energy = -9.1692 eV
ΔE to the lowest compared entry with this formula, charge and spin = 4.838 eV



Record 8
Formula: C2H5NO3Si
Source: OMol25
Level of theory: ωB97M-V/def2-TZVPD

The geometry in ORCA input format:
```
! RIJCOSX wB97M-V def2-TZVPD def2/J DEFGRID3
* xyz 0 1
C 4.29 -0.31 0.63
C -0.92 0.00 -2.17
N 3.98 -0.10 -0.51
O 1.51 1.48 -0.60
O 4.56 -0.59 1.71
O -0.83 0.11 -0.80
Si 0.37 0.76 0.08
H -1.97 -0.24 -2.51
H -0.08 -0.82 -2.44
H -0.56 1.03 -2.49
H 3.37 0.44 -0.91
H -0.15 0.43 1.33
*
```

Output
Kohn-Sham gap = 0.3961 Ha
Total energy = -649.18535 Ha
HOMO energy = -10.7158 eV
ΔE to the lowest compared entry with this formula, charge and spin = 1.710 eV



Record 9
Formula: C4H8F12LiN2O12S4
Source: OMol25
Level of theory: ωB97M-V/def2-TZVPD

The geometry in ORCA input format:
```
! RIJCOSX wB97M-V def2-TZVPD def2/J DEFGRID3
* xyz 0 2
Li 14.56 -14.13 8.15
C 12.89 -11.12 15.91
F 12.45 -9.83 15.98
F 14.09 -11.28 15.26
F 12.92 -11.61 17.16
S 11.64 -12.28 14.93
O 12.11 -13.69 14.99
O 10.36 -11.98 15.59
N 11.78 -11.45 13.40
S 12.55 -12.49 12.48
O 13.97 -12.62 12.85
O 11.82 -13.72 12.18
C 12.64 -11.51 10.79
F 13.20 -10.34 10.91
F 13.41 -12.27 9.94
F 11.40 -11.40 10.41
C 16.26 -17.61 6.55
F 17.02 -17.86 5.52
F 15.63 -18.70 7.10
F 16.86 -17.05 7.58
S 14.97 -16.42 5.72
O 15.73 -15.25 5.31
O 14.31 -17.17 4.67
N 14.03 -15.79 7.08
S 12.59 -16.29 6.80
O 12.10 -15.99 5.46
O 12.48 -17.72 7.20
C 11.36 -15.25 8.03
F 11.04 -14.02 7.61
F 10.24 -16.00 8.11
F 11.92 -15.23 9.30
O 16.45 -13.54 7.53
H 16.78 -13.61 6.64
H 17.20 -13.22 8.04
O 14.66 -17.44 9.34
H 15.58 -17.57 9.13
H 14.28 -17.09 8.53
O 13.64 -12.64 7.05
H 14.09 -12.44 6.23
H 13.02 -11.92 7.16
O 15.14 -14.55 10.28
H 14.91 -15.23 10.91
H 15.63 -13.91 10.79
*
```

Output
Kohn-Sham gap (alpha / beta) = 0.3320 / 0.1436 Ha
Total energy = -3968.13245 Ha
HOMO energy (alpha / beta) = -9.6504 / -9.6504 eV



Record 10
Formula: C28H29BHfN6Si
Source: OMol25
Level of theory: ωB97M-V/def2-TZVPD

The geometry in ORCA input format:
```
! RIJCOSX wB97M-V def2-TZVPD def2/J DEFGRID3
* xyz 4 1
C 0.01 3.00 -2.06
N 0.05 1.64 -2.25
N 0.49 1.40 -3.57
C 0.71 2.60 -4.13
C 0.43 3.63 -3.23
B 0.68 -0.03 -4.24
N 1.78 -0.83 -3.44
N 1.75 -1.11 -2.06
C 2.86 -1.90 -1.80
C 3.59 -2.11 -2.99
C 2.85 -1.44 -3.97
Hf -0.07 -0.17 -1.43
N -0.69 -0.82 -4.11
N -1.30 -1.13 -2.88
C -2.38 -1.92 -3.18
C -2.49 -2.06 -4.57
C -1.38 -1.41 -5.09
H -2.95 -2.33 -2.38
H -0.96 -1.40 -6.09
H -3.24 -2.57 -5.14
H 0.88 0.01 -5.43
H 2.99 -1.36 -5.03
H 1.07 2.66 -5.15
H 4.52 -2.66 -3.14
H 0.56 4.69 -3.42
H 3.06 -2.31 -0.82
H -0.33 3.42 -1.13
H 0.53 -2.59 0.32
C 0.37 -3.65 0.68
H 0.29 -4.36 -0.18
H 1.20 -3.90 1.38
H -0.60 -3.70 1.19
C -1.39 4.79 2.70
C -0.11 4.49 2.22
C 0.21 3.20 1.78
C -0.76 2.17 1.82
C -2.06 2.50 2.23
C -2.36 3.79 2.68
Si -0.27 0.43 1.32
C 1.28 0.15 2.35
C 2.53 0.01 1.73
C 3.71 -0.06 2.50
C 3.65 -0.01 3.90
C 2.40 0.13 4.52
C 1.23 0.22 3.75
C -1.61 -0.74 1.94
C -1.37 -1.67 2.97
C -2.39 -2.51 3.43
C -3.67 -2.44 2.86
C -3.91 -1.55 1.81
C -2.89 -0.71 1.35
H -1.62 5.79 3.06
H 0.65 5.27 2.19
H 1.20 3.00 1.38
H -2.85 1.75 2.19
H -3.38 4.02 3.00
H 2.60 -0.03 0.64
H 4.68 -0.15 2.00
H 4.56 -0.07 4.49
H 2.34 0.17 5.60
H 0.28 0.36 4.26
H -0.37 -1.76 3.39
H -2.18 -3.23 4.23
H -4.47 -3.09 3.23
H -4.89 -1.52 1.33
H -3.08 -0.04 0.51
*
```

Output
Kohn-Sham gap (alpha / beta) = 0.1289 / 0.1311 Ha
Total energy = -1773.71179 Ha
HOMO energy (alpha / beta) = -19.7639 / -19.8162 eV
ΔE to the lowest compared entry with this formula, charge and spin = 0.823 eV



Record 11
Formula: C21H22N4O4S
Source: OMol25
Level of theory: ωB97M-V/def2-TZVPD

The geometry in ORCA input format:
```
! RIJCOSX wB97M-V def2-TZVPD def2/J DEFGRID3
* xyz 0 1
C -0.11 1.75 -1.58
H 0.10 0.78 -1.13
H 0.81 2.32 -1.69
H -0.60 1.61 -2.54
O -0.95 2.52 -0.72
C -2.27 2.41 -0.86
O -2.82 1.71 -1.67
C -2.98 3.27 0.16
H -3.82 3.80 -0.29
H -2.28 3.95 0.65
S -3.71 2.17 1.43
C -2.26 1.25 1.77
N -1.16 1.71 2.29
N -0.26 0.72 2.26
C -0.81 -0.33 1.71
N -2.11 -0.06 1.38
C -3.11 -0.84 0.76
C -4.32 -1.01 1.39
C -5.34 -1.69 0.76
C -5.14 -2.19 -0.51
C -3.93 -2.02 -1.16
C -2.89 -1.34 -0.54
O -1.67 -1.13 -1.06
C -1.39 -1.57 -2.37
H -1.98 -1.01 -3.10
H -1.57 -2.64 -2.48
H -0.33 -1.37 -2.52
H -3.81 -2.40 -2.16
H -5.94 -2.71 -1.02
H -6.29 -1.82 1.26
H -4.46 -0.59 2.38
C -0.09 -1.61 1.50
N 1.34 -1.38 1.51
C 1.98 -1.05 0.35
O 1.45 -1.16 -0.74
C 3.38 -0.59 0.52
C 4.18 -0.97 1.59
C 5.48 -0.51 1.67
C 5.99 0.34 0.70
C 5.21 0.72 -0.39
C 3.91 0.24 -0.46
H 3.27 0.51 -1.30
C 5.75 1.64 -1.44
H 5.26 1.46 -2.39
H 6.82 1.51 -1.55
H 5.56 2.68 -1.15
H 7.01 0.70 0.77
H 6.11 -0.81 2.50
H 3.81 -1.65 2.34
H 1.70 -0.99 2.37
H -0.35 -2.34 2.28
H -0.34 -2.02 0.52
*
```

Output
Kohn-Sham gap = 0.3491 Ha
Total energy = -1731.63234 Ha
HOMO energy = -8.7734 eV
ΔE to the lowest compared entry with this formula, charge and spin = 1.991 eV



Number 1: F_max 5.7 eV Å⁻¹. Number 2: F_max 0.4 eV Å⁻¹. Number 3: F_max 1.9 eV Å⁻¹. Number 4: F_max 4.5 eV Å⁻¹. Number 5: F_max 4.9 eV Å⁻¹. Number 6: F_max 1.0 eV Å⁻¹. Number 7: F_max 0.6 eV Å⁻¹. Number 8: F_max 6.2 eV Å⁻¹. Number 9: F_max 5.5 eV Å⁻¹. Number 10: F_max 3.3 eV Å⁻¹. Number 11: F_max 1.1 eV Å⁻¹.